Here is a 5-piece molecular cluster, C52H54BBrClN3O13 overall at a distorted geometry from the OMol25 dataset. Energies are from wB97M-V/def2-TZVPD.

Geometry as XYZ:
```
125
Properties=species:S:1:pos:R:3:forces:R:3:mulliken_charge:R:1
C -1.731 5.120 0.994 0.7 -1.4 0.2 -0.803
C -1.690 5.165 -0.608 -0.1 2.0 0.6 -0.338
O -2.543 4.199 -1.270 1.4 -0.6 1.1 -0.289
C -2.184 2.835 -0.950 -0.2 -1.9 0.2 0.072
C -0.711 2.399 -1.405 0.5 0.8 0.1 -0.404
O -0.351 1.062 -0.915 0.6 1.6 -1.0 -0.120
C 0.952 0.723 -1.476 -0.7 -2.0 -0.5 -0.649
C 1.358 -0.721 -0.846 -0.1 1.7 -1.4 -0.135
O 2.198 -0.467 0.302 -1.6 -1.7 -0.3 -0.337
C 1.964 -1.405 1.380 1.0 0.5 2.1 -0.356
C 2.028 -0.531 2.748 -1.7 0.4 1.6 0.129
C 0.727 -0.328 3.572 3.9 1.6 0.6 0.500
C -0.696 -0.954 3.210 1.0 -0.8 0.2 -0.905
C -1.360 -0.398 1.853 -1.3 -1.0 0.9 0.848
C -2.954 -0.638 1.993 -3.6 -0.7 0.3 0.309
C -4.045 0.332 1.479 -1.1 -2.9 1.8 -0.249
C -5.575 0.013 1.691 1.4 -2.3 1.2 -0.484
C -6.089 -1.275 2.402 4.9 0.6 -0.6 -0.477
C -4.983 -2.283 2.889 0.9 3.4 -1.7 -0.507
C -3.472 -1.958 2.689 -2.5 1.7 -0.9 -0.327
C 0.875 0.581 4.875 3.3 0.3 -0.8 0.407
C -0.384 0.888 5.849 0.0 -0.5 -1.4 -1.422
N -0.610 -0.164 6.877 0.1 0.6 -0.3 -0.525
C 2.254 1.167 5.267 -1.2 -1.8 -1.1 0.663
C 2.364 2.085 6.591 -0.3 0.2 -1.6 -1.424
B 2.045 3.628 6.106 -0.4 1.3 0.3 0.539
O 2.057 4.703 7.108 1.5 -1.5 -1.7 -0.577
O 1.714 4.009 4.755 1.6 -0.7 1.6 -0.482
C 3.583 0.914 4.430 -2.7 -0.3 0.5 0.386
N 4.784 1.498 4.964 1.1 -3.3 -5.4 -0.539
C 5.852 1.136 4.098 -1.4 0.0 0.2 0.189
Cl 7.530 1.726 4.607 -2.4 -0.6 -0.5 -0.145
C 5.783 0.311 2.781 -1.8 -0.4 0.6 0.238
C 7.100 -0.019 1.905 -1.6 0.6 -1.0 -0.582
Br 8.331 -1.239 2.924 -0.9 0.4 -0.4 -0.097
C 7.822 1.290 1.307 1.8 1.0 0.7 -0.254
C 9.410 1.347 1.683 0.3 0.2 -0.8 -1.087
N 4.557 -0.231 2.302 1.4 2.6 4.0 -0.236
C 3.433 0.058 3.149 -0.7 0.3 0.5 0.238
H -1.081 4.218 1.328 -1.0 1.5 -0.4 0.111
H -1.271 6.039 1.504 -0.8 -1.2 -1.1 0.355
H -2.777 4.924 1.421 1.4 0.5 -0.8 0.246
H -0.612 5.118 -0.990 -1.5 -0.1 0.6 0.319
H -2.082 6.212 -0.916 0.5 -1.8 0.3 0.318
H -2.945 2.159 -1.500 1.3 1.2 0.8 0.281
H -2.311 2.570 0.169 0.3 0.8 -1.6 -0.222
H -0.656 2.466 -2.546 -0.1 -0.3 1.5 0.205
H 0.111 3.099 -0.985 -1.4 -0.8 -0.6 0.264
H 1.751 1.521 -1.309 -1.1 -1.1 -0.1 0.288
H 0.763 0.518 -2.603 0.6 0.6 1.6 0.320
H 1.900 -1.295 -1.693 -0.6 0.7 1.5 0.260
H 0.368 -1.243 -0.614 1.4 0.6 -0.1 0.080
H 0.975 -1.976 1.311 1.3 1.0 0.0 -0.059
H 2.815 -2.179 1.472 -1.2 1.2 -0.5 0.269
H -1.418 -0.876 4.109 1.3 0.2 -1.6 0.519
H -0.521 -2.093 3.078 -0.2 1.8 0.2 0.176
H -1.078 0.695 1.691 -0.5 -1.6 -0.1 0.330
H -1.023 -1.092 1.002 -0.4 1.5 1.1 -0.235
H -3.769 1.316 0.970 -0.4 -1.7 0.8 0.108
H -6.392 0.742 1.329 1.7 -1.1 0.6 0.290
H -7.187 -1.532 2.578 1.8 0.6 -0.4 0.312
H -5.318 -3.248 3.392 0.7 1.5 -0.8 0.304
H -2.721 -2.732 3.084 -1.3 1.4 -0.7 0.198
H -1.330 0.913 5.187 1.5 0.1 1.1 0.342
H -0.312 1.916 6.339 0.1 -1.5 -0.7 0.276
H -0.962 -1.042 6.476 0.6 0.6 0.3 0.299
H 0.203 -0.312 7.487 -0.5 -0.1 -0.7 0.265
H 1.605 1.804 7.399 1.3 0.2 -1.1 0.261
H 3.429 2.123 7.022 -1.6 -0.3 -0.6 0.335
H 2.981 5.056 7.081 -1.1 -0.1 0.3 0.291
H 2.486 4.451 4.333 -1.0 -0.2 0.3 0.262
H 6.758 -0.646 0.995 0.4 0.9 1.9 0.397
H 7.791 1.366 0.161 -0.4 -0.5 1.7 0.295
H 7.381 2.276 1.724 0.4 -1.8 -0.6 0.261
H 9.961 0.456 1.195 -0.9 1.4 1.0 0.319
H 9.920 2.288 1.244 -1.1 -1.3 0.6 0.325
H 9.600 1.379 2.807 -0.4 -0.3 -1.6 0.261
O 3.569 -7.674 -1.021 -0.1 0.3 0.2 -0.644
C 3.118 -6.917 -0.179 0.2 -0.2 -0.2 0.547
C 1.975 -6.029 -0.479 -0.2 0.2 0.0 -0.548
C 1.484 -5.199 0.442 0.0 -0.1 -0.3 -0.151
C 2.060 -5.134 1.802 -0.1 0.2 0.3 0.447
O 1.610 -4.378 2.643 0.1 -0.2 -0.2 -0.541
C 3.203 -6.022 2.102 0.2 -0.2 -0.1 -0.443
C 3.694 -6.852 1.180 0.0 0.1 0.3 -0.425
H 1.565 -6.090 -1.480 0.0 0.0 0.0 0.437
H 0.648 -4.541 0.239 0.0 0.0 0.0 0.432
H 3.613 -5.962 3.102 0.0 0.0 0.0 0.452
H 4.529 -7.510 1.383 0.0 0.0 0.0 0.431
O 2.838 -11.302 1.217 0.0 -0.1 -0.3 -0.559
C 2.720 -11.667 0.061 0.0 0.1 0.4 0.374
C 2.566 -13.097 -0.281 0.0 -0.3 -0.2 -0.372
C 2.439 -13.496 -1.547 0.0 -0.1 0.3 -0.386
C 2.445 -12.525 -2.662 0.0 -0.1 -0.5 0.342
O 2.327 -12.890 -3.817 0.0 0.1 0.3 -0.547
C 2.599 -11.096 -2.320 0.0 0.2 0.2 -0.405
C 2.726 -10.697 -1.054 -0.1 0.1 -0.2 -0.029
H 2.563 -13.795 0.548 0.0 0.0 0.0 0.410
H 2.326 -14.539 -1.815 0.0 0.0 0.0 0.405
H 2.602 -10.398 -3.149 0.0 0.0 0.0 0.442
H 2.839 -9.654 -0.786 0.0 -0.1 0.0 0.339
O -6.639 4.430 -6.479 0.2 -0.2 0.1 -0.599
C -5.712 3.888 -5.903 -0.3 0.2 -0.1 0.416
C -5.202 2.571 -6.341 0.2 -0.3 0.0 -0.427
C -4.189 1.977 -5.710 -0.2 -0.1 -0.3 -0.536
C -3.532 2.611 -4.547 0.3 -0.1 0.2 0.273
O -2.605 2.068 -3.972 -0.3 0.1 -0.3 -0.419
C -4.042 3.927 -4.109 -0.2 0.3 0.0 -0.207
C -5.055 4.521 -4.741 0.2 0.0 0.2 -0.406
H -5.694 2.122 -7.195 0.0 0.0 0.0 0.420
H -3.803 1.013 -6.017 0.0 0.0 0.0 0.422
H -3.549 4.377 -3.254 0.0 -0.1 0.0 0.563
H -5.441 5.485 -4.434 0.0 0.0 0.0 0.479
O -6.483 8.997 -6.436 0.0 -0.1 -0.3 -0.554
C -6.605 8.636 -7.593 0.0 0.1 0.4 0.314
C -6.751 7.206 -7.940 0.0 -0.2 -0.1 -0.305
C -6.883 6.812 -9.207 0.0 0.0 0.3 -0.314
C -6.890 7.787 -10.318 -0.1 -0.2 -0.4 0.331
O -7.012 7.426 -11.474 0.0 0.1 0.3 -0.548
C -6.744 9.217 -9.971 0.0 0.3 0.2 -0.392
C -6.612 9.611 -8.704 0.0 0.1 -0.3 -0.359
H -6.745 6.505 -7.114 0.0 0.0 -0.1 0.575
H -6.990 5.769 -9.479 0.0 0.0 0.0 0.451
H -6.750 9.918 -10.797 0.0 0.0 0.0 0.403
H -6.505 10.654 -8.432 0.0 0.0 0.0 0.411
```
Positions in Å, forces in eV/Å.

## Properties
- Calculated total energy: -6214.7988 Ha
- Frontier orbital gap: 6.236 eV
- M: 1055.18 g/mol
- LUMO energy: -0.071 hartree
- SMILES: CCOCCOCCOCc1c(CCc2ccccc2)c(CN)c(CB(O)O)c2nc(Cl)c([C@H](Br)CC)nc12.O=C1C=CC(=O)C=C1.O=C1C=CC(=O)C=C1.O=C1C=CC(=O)C=C1.O=C1C=CC(=O)C=C1
- Total charge: 0